C40H94Br3Cl9O24P6 as an isolated structure at a distorted geometry, computed with the ωB97M-V functional and the def2-TZVPD basis.

Calculated values
charge	-1
⟨S²⟩	0.754
HOMO energy (alpha / beta)	-0.80 / -5.39	eV
F_max	5.04	eV/Å
gap between HOMO and LUMO (alpha / beta)	0.0930 / 0.2618	Ha
E_LUMO (alpha / beta)	1.73 / 1.73	eV
2S+1	2

Cartesian coordinates (Å):
C (6.97117, 1.31682, -11.83969)
Br (7.55807, 0.29188, -10.23978)
Br (7.18354, 0.23870, -13.47681)
Br (8.02840, 2.94528, -12.19741)
H (6.00878, 1.77638, -11.61453)
C (16.74510, 7.81980, -15.80833)
C (15.26292, 7.83970, -15.51530)
O (15.05380, 8.29390, -14.17310)
P (13.66619, 7.76138, -13.36510)
O (12.43649, 7.49911, -14.17949)
O (14.13551, 6.52165, -12.38154)
C (14.53900, 5.28981, -12.84388)
C (15.70528, 4.88594, -11.93786)
O (13.40270, 8.95415, -12.29236)
C (12.48406, 8.68641, -11.26511)
C (11.70014, 9.98199, -11.09668)
H (17.23087, 7.37620, -14.93922)
H (16.94660, 7.11566, -16.61561)
H (17.23784, 8.74985, -16.09174)
H (14.72984, 8.43398, -16.25743)
H (14.82606, 6.85831, -15.70002)
H (13.75381, 4.53488, -12.80318)
H (14.77183, 5.30229, -13.90865)
H (16.42346, 5.70059, -12.03089)
H (15.35970, 4.78632, -10.90890)
H (16.21771, 4.01417, -12.34472)
H (11.82727, 7.81874, -11.32726)
H (12.96437, 8.58546, -10.29186)
H (12.39631, 10.80368, -10.92853)
H (11.12069, 10.07380, -12.01532)
H (11.03628, 9.99851, -10.23232)
C (3.03204, 8.92956, -10.85953)
C (1.99068, 9.05950, -9.70544)
O (1.59214, 7.75821, -9.32037)
P (-0.03396, 7.39460, -9.12737)
O (-0.80428, 7.04304, -10.36737)
O (-0.63773, 8.68958, -8.27563)
C (-0.14321, 8.98119, -6.96049)
C (-0.38684, 10.38953, -6.68442)
O (0.01042, 6.22905, -8.02165)
C (0.20894, 4.89553, -8.29631)
C (-0.29250, 4.21062, -7.03674)
H (2.86158, 8.24498, -11.69043)
H (3.24027, 9.93923, -11.21354)
H (3.96872, 8.57096, -10.43276)
H (2.21162, 9.64227, -8.81119)
H (1.11191, 9.58512, -10.07906)
H (-0.54641, 8.20514, -6.30990)
H (0.93050, 8.81656, -6.87022)
H (-0.13783, 10.77764, -5.69676)
H (-0.04076, 11.04556, -7.48314)
H (-1.46344, 10.54771, -6.62102)
H (-0.50676, 4.77102, -9.10895)
H (1.15420, 4.60104, -8.75221)
H (-1.26618, 4.52557, -6.66141)
H (-0.34027, 3.12681, -7.14242)
H (0.20478, 4.45033, -6.09687)
C (0.59545, 5.26409, -12.87543)
C (1.31724, 5.62095, -14.23438)
O (2.07010, 4.44321, -14.64457)
P (3.61458, 4.25612, -14.08810)
O (4.35633, 5.50836, -13.73279)
O (4.18489, 3.39068, -15.28924)
C (4.54936, 3.95697, -16.57427)
C (5.49369, 3.08395, -17.36825)
O (3.37955, 3.23763, -12.83319)
C (2.81604, 1.97599, -13.00783)
C (2.58680, 1.09750, -11.68955)
H (0.32971, 4.20769, -12.83653)
H (1.15730, 5.45869, -11.96189)
H (-0.40349, 5.68332, -12.75513)
H (0.45389, 5.81268, -14.87154)
H (1.90787, 6.53169, -14.13529)
H (3.59374, 4.07940, -17.08406)
H (4.95741, 4.96457, -16.49465)
H (5.60266, 3.42881, -18.39650)
H (6.44466, 3.10550, -16.83600)
H (5.25319, 2.02256, -17.42917)
H (1.76542, 2.11544, -13.26247)
H (3.37680, 1.43525, -13.77023)
H (2.20460, 0.11071, -11.95084)
H (3.48187, 0.95602, -11.08380)
H (1.89242, 1.63244, -11.04165)
C (7.74209, 1.73064, -2.76321)
C (8.59927, 0.68475, -2.00147)
O (9.47439, 1.19982, -1.08355)
P (10.78626, 2.02755, -1.51490)
O (10.56263, 3.32205, -2.22077)
O (11.64502, 2.11648, -0.19680)
C (12.15812, 3.41481, 0.22715)
C (13.59500, 3.52645, -0.37077)
O (11.60133, 0.92179, -2.45814)
C (12.23813, -0.25344, -1.86736)
C (12.19493, -1.50916, -2.73990)
H (8.41406, 2.40763, -3.29070)
H (6.92017, 1.29296, -3.32976)
H (7.30998, 2.42580, -2.04340)
H (7.97063, -0.03191, -1.47296)
H (9.17662, 0.01811, -2.64207)
H (11.64537, 4.31358, -0.11550)
H (12.20709, 3.45379, 1.31535)
H (13.67459, 3.24642, -1.42117)
H (14.03427, 4.51687, -0.25157)
H (14.33085, 2.89532, 0.12752)
H (13.26300, -0.18531, -1.50254)
H (11.78407, -0.58187, -0.93244)
H (12.71215, -1.47783, -3.69887)
H (12.59834, -2.35410, -2.18183)
H (11.12396, -1.62255, -2.90802)
C (4.00816, 5.16898, -10.50578)
C (5.47562, 4.80316, -10.88412)
O (6.13284, 4.13100, -9.91446)
P (7.21603, 4.94709, -8.99500)
O (6.54066, 5.83155, -7.95085)
O (8.21197, 3.85259, -8.44327)
C (8.27943, 3.51301, -7.06321)
C (7.35922, 2.31735, -6.83496)
O (8.26161, 5.82964, -9.91967)
C (9.06786, 6.79660, -9.36303)
C (10.17319, 6.26305, -8.46029)
H (3.85319, 6.23458, -10.33675)
H (3.44700, 5.08208, -11.43618)
H (3.62735, 4.47559, -9.75591)
H (5.53207, 4.20487, -11.79349)
H (5.93431, 5.71468, -11.26732)
H (9.29651, 3.21147, -6.81274)
H (7.84101, 4.29922, -6.44859)
H (7.72360, 1.35619, -7.19759)
H (7.16670, 2.11141, -5.78205)
H (6.37863, 2.49429, -7.27682)
H (9.65369, 7.22428, -10.17666)
H (8.54091, 7.67784, -8.99717)
H (10.78653, 5.43743, -8.82122)
H (10.89305, 7.07140, -8.33200)
H (9.81653, 6.02548, -7.45807)
C (10.04325, 11.86844, -3.20387)
C (8.69353, 12.25539, -2.54456)
O (7.79326, 11.70370, -3.44643)
P (7.05256, 12.63915, -4.55876)
O (6.14236, 13.56279, -3.90925)
O (6.35118, 11.59956, -5.57091)
C (7.17370, 10.76433, -6.40132)
C (6.38699, 9.54212, -6.79083)
O (8.26367, 13.28863, -5.35187)
C (8.17284, 14.45636, -6.15001)
C (9.10002, 15.55982, -5.55410)
H (10.43141, 12.68978, -3.80622)
H (10.84586, 11.61562, -2.51104)
H (9.93312, 11.00128, -3.85502)
H (8.54464, 11.66662, -1.63942)
H (8.73901, 13.32041, -2.31707)
H (7.17936, 11.38404, -7.29800)
H (8.15138, 10.65630, -5.93167)
H (6.22681, 8.88547, -5.93570)
H (5.42808, 9.89841, -7.16720)
H (6.79251, 8.99141, -7.63958)
H (8.31501, 14.23289, -7.20734)
H (7.12240, 14.73115, -6.05429)
H (10.14785, 15.26703, -5.48756)
H (9.02079, 16.50277, -6.09509)
H (8.96844, 15.79950, -4.49895)
C (12.38880, 2.61581, -5.09517)
Cl (14.20984, 2.40678, -5.05347)
Cl (11.39674, 1.22175, -5.60755)
Cl (12.12011, 3.86750, -6.32758)
H (12.07242, 2.92863, -4.10011)
C (8.14736, -2.52307, -4.78816)
Cl (7.98318, -1.17036, -5.96216)
Cl (7.70842, -4.12025, -5.36274)
Cl (7.08418, -2.27772, -3.42418)
H (9.17332, -2.44135, -4.42924)
C (12.34053, 2.09617, -10.49840)
Cl (12.18417, 0.99259, -11.92853)
Cl (11.56927, 1.30129, -9.01154)
Cl (11.84726, 3.76212, -10.67223)
H (13.41693, 2.16108, -10.33948)

Cartesian forces, eV/Å:
C 0.314 1.108 -0.182
Br 0.326 -0.915 1.865
Br -0.733 -0.987 -1.379
Br 0.943 1.239 -0.101
H -0.643 -0.544 -0.331
C 0.332 -0.822 0.119
C -0.197 -0.020 -1.013
O -2.450 -0.814 1.580
P -0.539 0.137 -0.183
O 2.370 0.036 0.686
O -1.351 3.572 -0.624
C 0.675 -2.119 -0.334
C 0.082 0.409 -1.275
O 1.606 -1.797 -1.666
C -0.987 1.239 2.570
C -0.393 -0.342 -0.400
H 0.252 0.221 0.073
H -0.138 0.011 -0.198
H -0.370 0.186 0.333
H -0.098 0.595 0.329
H 0.156 -0.279 0.478
H -0.409 0.219 0.370
H 0.570 0.212 -0.073
H 0.125 0.060 0.414
H 0.170 -0.176 -0.102
H -0.216 -0.326 0.380
H 0.152 -0.063 -0.906
H 0.834 -0.495 -0.194
H 0.004 0.050 -0.426
H -0.100 0.670 0.110
H -0.127 -0.406 -0.039
C 0.698 0.753 1.691
C -0.845 -0.029 -1.939
O -2.611 -1.464 0.903
P 0.526 0.661 -0.274
O 1.363 0.935 2.138
O 0.755 -1.838 -1.631
C 1.483 -1.817 0.003
C -2.197 1.767 0.724
O 0.946 4.166 0.031
C -2.141 -1.382 -0.662
C 0.017 -0.928 0.811
H -0.888 0.143 0.218
H -0.022 -0.019 -0.295
H 0.137 0.013 0.121
H 1.051 -0.132 -0.072
H -0.138 0.087 -0.390
H -0.479 0.530 0.425
H 0.324 -0.260 -0.537
H 0.934 -0.370 -0.068
H 0.322 -0.110 0.151
H -0.371 0.052 -0.484
H -0.163 -1.126 -0.169
H 0.516 0.275 0.815
H -0.582 0.214 -1.177
H 0.174 -0.023 0.005
H 1.228 -0.094 -0.386
C 0.024 -0.187 -0.138
C -1.443 -1.059 2.316
O 1.048 1.396 0.074
P -0.823 0.610 0.225
O -1.382 -1.906 -0.464
O 0.707 -0.148 0.663
C -1.251 0.188 -0.526
C 0.551 -0.472 0.829
O 1.491 1.843 -0.813
C -1.635 -2.242 0.878
C 1.257 1.468 -0.470
H 0.481 -0.331 -0.375
H 0.166 0.220 -0.172
H 0.238 0.800 -0.153
H 0.627 -0.331 -0.866
H 0.312 -0.308 -0.170
H -0.079 -0.053 -0.232
H 0.191 -0.079 0.509
H 0.039 0.332 0.156
H 0.285 0.057 -0.331
H -0.548 0.085 0.196
H 0.035 0.069 -0.963
H -0.158 -0.177 0.085
H -0.106 0.201 -0.210
H 0.246 -0.040 -0.232
H -0.249 -0.098 -0.096
C 0.938 0.190 1.143
C -1.910 -1.358 -1.894
O 2.407 2.035 1.899
P -0.055 -0.663 -1.843
O 0.426 -1.699 0.639
O -0.742 0.727 0.494
C 2.351 0.242 -0.793
C 0.293 -0.137 0.634
O 0.145 0.377 1.454
C 0.393 -1.076 0.642
C -0.883 0.851 -0.312
H -0.174 -0.359 -0.754
H 0.427 -0.044 -0.252
H -0.279 -0.244 0.365
H -0.250 0.284 0.283
H -0.055 0.214 -0.730
H -0.809 -0.658 -0.252
H -0.215 -0.425 -0.098
H -0.499 0.177 -0.094
H -0.406 0.283 -0.088
H -0.289 -0.385 0.263
H 0.349 1.416 -0.586
H -0.865 0.497 0.024
H -0.008 0.392 0.064
H -0.167 0.060 0.145
H -0.010 -0.697 -0.368
C 0.561 -0.076 -1.399
C -2.557 1.833 -2.836
O 3.828 0.249 3.274
P -0.942 1.865 1.170
O 1.377 -1.700 -1.862
O -0.104 0.327 -0.454
C -1.422 -1.444 0.523
C -0.307 -0.680 0.364
O -2.685 -2.054 -0.386
C 2.123 0.677 -0.392
C 0.011 0.588 1.152
H 0.320 -0.156 1.071
H -0.179 -0.501 0.230
H -0.135 0.340 0.111
H -0.408 -0.377 0.228
H 0.557 0.225 0.556
H 0.065 0.596 -0.128
H 0.666 0.435 -0.057
H 0.207 0.266 -0.580
H 0.161 0.422 0.329
H 0.036 0.051 -0.177
H -0.287 -0.065 -0.676
H -0.364 -0.367 0.702
H -0.623 -0.156 -0.395
H 0.034 0.300 0.130
H -0.047 -0.215 0.046
C 0.895 0.371 0.529
C 2.885 -1.564 0.082
O -2.621 0.901 -2.454
P -0.003 -1.646 0.654
O -0.635 0.777 -0.287
O 0.264 0.964 2.187
C -0.495 0.791 -1.239
C -0.264 -0.172 0.331
O 0.891 -1.150 0.178
C -0.731 1.313 1.186
C 0.158 -0.418 -0.107
H -0.135 0.001 -0.135
H -0.075 0.088 0.335
H -0.219 0.055 0.117
H 0.063 0.366 0.231
H -0.979 0.091 -0.304
H 1.120 -0.168 -0.324
H -0.012 -0.393 -0.292
H -0.040 -0.159 -0.206
H -0.201 -0.017 0.260
H 0.456 -0.078 0.294
H 0.585 -0.126 0.148
H -0.005 0.751 -0.201
H 0.137 -0.296 -0.842
H 0.010 -0.136 -0.193
H -1.073 -0.223 0.032
C 0.387 0.207 -0.866
Cl -1.129 -0.563 0.246
Cl 0.756 0.091 0.519
Cl -0.169 0.249 0.450
H -0.013 0.020 -0.282
C -0.025 0.784 -0.095
Cl -0.036 -0.864 0.216
Cl 0.587 -0.066 -0.795
Cl -0.327 0.671 0.864
H -0.171 -0.521 -0.196
C 0.426 -1.256 0.681
Cl -0.312 1.015 0.731
Cl 0.654 0.810 -1.461
Cl -0.488 -0.241 -0.379
H -0.338 -0.335 0.301